The following is a quantum chemistry calculation of C24H42NOP3Ru as an isolated structure in a non-equilibrium geometry, from the OMol25 dataset.

```
72
Properties=species:S:1:pos:R:3:forces:R:3
Ru 0.25069 -0.60211 0.36264 0.32 1.24 -0.45
P -0.79979 0.19740 2.15708 -2.63 1.20 2.73
P 0.34725 -2.75324 1.06217 -0.42 -3.16 0.15
P 0.34951 1.51626 -0.80953 -0.34 1.32 -1.16
H -2.38317 -0.33673 -0.83762 1.48 -0.20 0.86
C -1.57919 -1.09230 -0.57033 -1.51 -0.42 -2.55
C -0.40537 -1.19017 -1.40611 -1.33 -1.11 -2.25
H -0.26222 -0.49399 -2.21693 0.09 -0.13 -0.07
C -2.60186 -0.13610 2.15882 -0.05 -0.10 -0.06
C -0.24942 -0.49967 3.75557 0.48 -0.25 0.14
C -0.75991 1.99588 2.52275 0.29 0.39 -0.07
C 0.55758 -4.01974 -0.27836 0.01 0.46 -0.06
C 1.70607 -3.13541 2.18150 0.39 -0.03 0.19
C -1.15662 -3.40533 1.91419 0.02 0.33 0.05
C 0.91701 1.50949 -2.56795 0.22 -0.35 0.05
C 1.39447 2.83392 -0.10012 0.31 0.04 -0.01
C -1.32102 2.29912 -1.00709 0.00 -0.13 0.19
H -2.17862 -2.03004 -0.66868 0.89 0.16 1.46
H -0.08798 -2.21720 -1.63404 -0.02 0.69 -0.17
H -2.99441 -0.15156 3.18463 0.08 0.15 -0.28
H -2.80636 -1.09814 1.68192 -0.02 0.17 0.23
H -3.11586 0.64235 1.58088 0.10 -0.17 0.15
H -1.10444 -0.77830 4.38546 0.18 0.15 -0.20
H 0.34652 0.24926 4.28883 -0.11 -0.17 -0.07
H 0.37660 -1.37918 3.60209 -0.10 0.08 0.17
H -1.71128 2.47798 2.26470 0.23 -0.19 0.04
H 0.04285 2.49060 1.96575 -0.20 -0.05 0.23
H -0.57168 2.15963 3.59400 -0.17 -0.09 -0.33
H 0.67420 -5.01922 0.17280 -0.08 0.44 -0.12
H 1.46089 -3.76476 -0.85554 -0.29 -0.24 0.12
H -0.31396 -4.02152 -0.95857 0.40 -0.15 0.39
H 1.37132 -3.16660 3.21872 0.05 -0.09 -0.04
H 2.49350 -2.38727 2.08644 0.00 -0.22 0.07
H 2.11798 -4.10769 1.91038 0.02 -0.01 0.16
H -1.06635 -4.49795 1.99044 0.05 0.29 0.02
H -2.06184 -3.15789 1.34279 0.35 -0.16 0.19
H -1.23803 -2.97785 2.92297 -0.04 -0.18 -0.27
H 1.19769 2.52928 -2.86970 -0.17 -0.30 0.14
H 0.14116 1.13797 -3.25692 0.31 0.18 0.31
H 1.79917 0.85590 -2.65014 -0.23 0.23 -0.13
H 2.08641 3.18159 -0.87727 -0.18 0.04 0.24
H 1.98679 2.43927 0.72975 -0.12 0.23 -0.04
H 0.79160 3.68076 0.24469 0.17 -0.14 -0.08
H -1.29962 3.00717 -1.85112 0.11 -0.17 0.38
H -1.60095 2.83012 -0.08462 0.06 -0.16 -0.36
H -2.08443 1.53538 -1.21838 0.32 0.33 0.05
C -3.53012 -0.31533 -4.22904 1.66 -1.61 0.56
C -4.70889 -0.08646 -3.52231 -1.35 1.30 -0.47
C -5.56815 0.84983 -4.05597 0.14 -1.01 1.14
C -5.24647 1.43484 -5.29039 -0.52 0.83 -0.81
C -4.07822 1.11326 -6.00849 1.07 -0.66 -0.33
C -3.19446 0.20582 -5.47762 -0.55 1.24 -0.68
O -2.60289 -1.12756 -3.71023 -1.20 0.03 0.23
H -3.05918 -1.57859 -2.97401 0.69 -0.16 -0.01
H -4.90574 -0.60664 -2.60339 -0.14 -0.10 0.31
H -6.48397 1.10385 -3.52879 0.09 0.04 -0.24
H -5.94012 2.15766 -5.72553 0.17 -0.19 0.13
H -3.85201 1.53688 -6.97975 -0.31 0.17 0.07
H -2.25990 -0.11911 -5.91309 -0.08 0.13 -0.27
N 2.02901 -0.13153 1.18176 2.54 0.40 0.78
C 3.08979 0.16158 1.55504 -1.67 -0.25 -0.69
C 4.36596 0.65357 1.95787 0.65 0.35 1.05
C 5.37935 0.90585 1.00577 -2.20 -0.88 -0.15
C 6.59120 1.46397 1.40838 1.81 0.92 1.41
C 6.81125 1.76746 2.75733 0.16 0.04 -0.14
C 5.82167 1.50492 3.71953 1.79 0.73 0.31
C 4.59859 0.94617 3.32572 -2.12 -1.07 -1.51
H 5.18512 0.66753 -0.03901 0.18 0.07 0.13
H 7.36456 1.66486 0.66690 -0.12 -0.04 0.17
H 7.75445 2.21055 3.07852 -0.20 -0.12 -0.15
H 5.98344 1.73022 4.78390 0.05 -0.06 -0.53
H 3.80084 0.73706 4.05398 0.51 0.15 -0.25
```
Positions in Å, forces in eV/Å.

The calculation puts the total energy at -2187.04010 Eh. The frontier orbital gap (spin up / spin down) is 6.6308 / 4.2362 eV. Its multiplicity is 5. The highest occupied orbital energy (spin up / spin down) is -18.44 / -19.91 eV. For the LUMO energy (spin up / spin down), the calculation gives -11.81 / -15.68 eV. As for the largest force on an atom: 3.98 eV/A. Its energy above the lowest of the compared OMol25 structures with the same formula, charge and spin is 0.0 kcal/mol. The total charge is +4.

The following is a quantum chemistry calculation of C24H43Br6F6N5O9S2V as an isolated structure in a non-equilibrium geometry, from the OMol25 dataset.

```
96
Properties=species:S:1:pos:R:3:forces:R:3
O -3.56321 2.68151 -0.11493 -0.93 -0.59 0.40
V -4.14709 1.26442 0.09083 1.78 -2.71 -2.74
C -5.84549 -1.10869 -2.88637 -0.40 -0.74 -0.34
C -4.98692 -0.44249 -1.88340 -2.62 -0.53 2.02
O -4.33196 0.55195 -2.05510 3.48 5.59 -2.67
O -5.07461 -0.68090 -0.65696 -1.25 -1.66 3.17
H -6.26135 -0.48134 -3.67477 0.86 0.34 -0.06
H -6.74890 -1.46343 -2.39029 0.38 -0.46 0.29
H -5.27310 -1.93409 -3.30967 -0.29 -0.14 -0.22
C -0.02734 1.77973 1.48112 -0.66 -1.50 0.16
F 1.22959 2.01132 1.11632 -0.82 0.18 0.07
F -0.01636 1.11182 2.65070 -0.14 0.57 -1.20
F -0.75162 2.87573 1.60524 0.45 -0.04 -0.11
S -0.79700 0.67249 0.01531 2.64 0.28 -3.78
O -0.97491 1.51485 -1.19447 -0.52 -0.92 3.11
O 0.22273 -0.37781 -0.20354 -2.62 1.96 0.98
N -2.37545 0.07843 0.49473 1.60 3.76 -1.53
S -2.16952 -1.33059 1.09883 0.37 -5.75 3.38
O -0.93980 -1.48711 1.87586 -1.81 0.45 -1.34
O -3.40486 -1.68512 1.77183 0.63 0.40 -1.04
C -1.97403 -2.63856 -0.43492 1.03 0.89 0.08
F -0.67987 -2.88312 -0.74161 -1.31 0.48 0.69
F -2.55114 -3.78312 -0.15863 -0.21 0.00 0.52
F -2.55142 -2.13202 -1.53175 -0.09 0.22 0.15
C 5.31971 -2.11079 -0.40634 -1.18 -1.19 -1.40
O 5.03737 -3.02073 -1.18029 1.22 0.05 0.18
N 4.32724 -1.38050 0.11479 0.33 0.34 0.11
C 4.61838 -0.59379 1.29873 -1.13 -0.64 0.31
C 2.93992 -1.83212 -0.04250 0.05 1.13 0.10
H 6.34117 -1.81056 -0.12583 -0.05 -0.05 -0.03
H 4.25656 -1.21354 2.11916 0.24 0.15 0.63
H 3.99880 0.30246 1.32944 0.40 0.27 -0.16
H 5.68375 -0.40488 1.43071 -0.21 0.20 -0.21
H 2.66180 -2.30316 -0.98531 0.84 0.09 0.02
H 2.65635 -2.50242 0.76891 -0.07 0.00 0.12
H 2.36169 -0.90862 -0.01272 -0.25 -0.26 0.35
C -1.93890 0.36586 7.21042 -1.38 -1.22 2.19
O -2.42858 0.32916 8.34087 0.27 0.15 -0.59
N -1.95379 -0.72422 6.39150 0.88 2.54 -0.75
C -2.57003 -1.99402 6.71891 1.05 0.06 0.68
C -1.43745 -0.55412 5.03244 -1.15 -0.77 0.36
H -1.47911 1.32364 6.92153 0.08 -0.66 -0.83
H -3.13727 -2.50073 5.93814 -0.63 0.92 -0.19
H -3.08266 -1.81998 7.66496 -0.20 -0.47 -0.20
H -1.75323 -2.70642 6.83487 0.16 -0.19 0.61
H -2.27759 -0.17845 4.44838 -0.10 -0.60 -0.70
H -0.66322 0.18522 4.82741 0.36 -0.42 0.88
H -1.17564 -1.59675 4.85216 0.42 0.42 -1.38
C 3.57576 1.75547 -1.77458 0.87 1.36 0.64
C 3.59939 3.32863 -1.57951 -0.91 -0.87 -0.59
C 3.56780 3.86678 -0.10424 1.00 -0.55 -1.45
C 4.62158 3.26551 0.69962 -3.16 1.28 -1.93
N 5.42712 2.86930 1.36516 3.16 -1.65 2.43
H 2.88540 1.36786 -1.02541 -0.12 -0.49 -0.38
H 4.56233 1.31585 -1.62792 0.10 0.10 0.62
H 3.38379 1.43484 -2.79852 -0.76 0.34 0.10
H 2.67147 3.69706 -2.01694 -0.17 0.08 -0.04
H 4.35944 3.77913 -2.21785 0.37 0.03 0.49
H 2.57955 3.69580 0.32265 0.26 0.21 0.10
H 3.85779 4.91742 -0.11685 -0.63 0.21 -0.04
C -3.06707 3.50175 -4.23192 0.59 -0.06 -0.77
C -1.76726 3.54008 -5.07889 0.31 -0.24 0.66
C -0.51328 3.60938 -4.19911 -0.08 2.30 0.58
C -0.43507 4.98060 -3.60155 -0.13 -1.68 -0.56
N -0.38845 6.06197 -3.24712 0.06 1.16 0.54
H -3.24419 4.27501 -3.48440 0.81 0.31 0.00
H -3.01581 2.55209 -3.69937 -0.76 -0.13 -0.08
H -3.90825 3.64755 -4.90961 -0.20 -0.78 0.07
H -1.77009 4.31353 -5.84691 0.06 0.13 0.19
H -1.57642 2.59641 -5.58991 -0.80 -0.19 -0.30
H 0.41173 3.56880 -4.77426 -0.04 -0.68 -0.02
H -0.55723 2.90708 -3.36667 0.22 -0.28 -0.24
Br -0.79307 -8.66390 -2.41548 0.04 0.82 0.25
C -0.28853 -6.73896 -2.34352 1.69 -0.47 0.22
C 0.49505 -6.38786 -1.05584 -1.50 -0.46 -0.58
Br 1.54099 -4.75336 -1.40390 -0.31 -0.95 0.29
H -1.18876 -6.13460 -2.45512 0.29 -0.16 -0.26
H 0.48556 -6.64402 -3.10500 -0.83 0.10 -0.61
H 1.15411 -7.20488 -0.76218 0.09 0.37 -0.06
H -0.31153 -6.25642 -0.33454 0.72 0.49 0.65
Br 1.14388 -0.31747 -4.56239 -1.51 -0.93 0.38
C -0.51070 -1.42090 -4.10757 -0.51 -0.21 -0.15
C -1.85464 -0.66918 -4.29322 0.83 0.89 -0.43
Br -2.92070 -1.06513 -5.95788 0.72 -0.01 1.15
H -0.43769 -1.78313 -3.08211 0.38 0.69 0.17
H -0.47377 -2.36058 -4.65869 0.21 0.41 -0.54
H -1.63306 0.39329 -4.39410 -0.03 -0.06 -0.20
H -2.50375 -0.69246 -3.41790 -0.06 -0.62 -0.32
Br 4.74177 1.09523 4.67310 -0.61 0.43 0.23
C 2.93060 1.35840 5.40346 -0.43 -1.05 -0.12
C 2.17677 2.48504 4.77017 0.63 1.10 -0.18
Br 0.41285 2.66909 5.73658 1.41 0.22 -0.95
H 2.96314 1.51465 6.48171 0.39 -0.10 -0.17
H 2.42953 0.41381 5.19183 0.07 0.01 0.21
H 2.07595 2.47204 3.68492 -0.69 -0.79 0.14
H 2.79434 3.37900 4.85705 -0.52 0.41 0.76
```
Positions in Å, forces in eV/Å.

The calculation puts the total energy at -19674.68544 Eh. The frontier orbital gap (spin up / spin down) is 4.7272 / 5.1690 eV. Its multiplicity is 2. The highest occupied orbital energy (spin up / spin down) is -8.91 / -8.91 eV. For the LUMO energy (spin up / spin down), the calculation gives -4.18 / -3.74 eV. As for the largest force on an atom: 7.10 eV/A. The total charge is 0.